{"formula": "C54H99AsF6N18", "method": "ωB97M-V/def2-TZVPD", "e_homo_ha": -0.743, "orbital_gap_ev": 8.1, "multiplicity": 1, "total_charge": 8, "symbols": ["As", "F", "F", "F", "F", "F", "F", "C", "C", "N", "C", "C", "N", "C", "C", "H", "H", "H", "H", "H", "H", "H", "H", "H", "H", "H", "C", "C", "N", "C", "C", "N", "C", "C", "H", "H", "H", "H", "H", "H", "H", "H", "H", "H", "H", "C", "C", "N", "C", "C", "N", "C", "C", "H", "H", "H", "H", "H", "H", "H", "H", "H", "H", "H", "C", "C", "N", "C", "C", "N", "C", "C", "H", "H", "H", "H", "H", "H", "H", "H", "H", "H", "H", "C", "C", "N", "C", "C", "N", "C", "C", "H", "H", "H", "H", "H", "H", "H", "H", "H", "H", "H", "C", "C", "N", "C", "C", "N", "C", "C", "H", "H", "H", "H", "H", "H", "H", "H", "H", "H", "H", "C", "C", "N", "C", "C", "N", "C", "C", "H", "H", "H", "H", "H", "H", "H", "H", "H", "H", "H", "C", "C", "N", "C", "C", "N", "C", "C", "H", "H", "H", "H", "H", "H", "H", "H", "H", "H", "H", "C", "C", "N", "C", "C", "N", "C", "C", "H", "H", "H", "H", "H", "H", "H", "H", "H", "H", "H"], "positions_angstrom": [[-0.199420, 0.447228, -0.744460], [-0.249274, 1.319257, 0.777929], [-1.997905, 0.197737, -0.584720], [-0.374755, -0.388558, -2.381391], [1.515093, 0.713363, -0.965548], [0.069775, -1.107992, 0.106969], [-0.517318, 1.969512, -1.683313], [-0.347498, -0.341263, -9.637388], [0.591375, 0.244092, -8.598642], [1.887126, -0.384480, -8.612233], [2.445292, -1.165128, -7.609090], [3.722272, -1.598937, -7.981524], [3.916689, -1.030457, -9.195652], [2.799405, -0.436248, -9.630470], [5.141505, -1.073436, -9.899716], [-0.512012, -1.418293, -9.669613], [0.044878, -0.045370, -10.610318], [-1.378297, 0.005563, -9.709930], [0.152716, 0.193180, -7.602110], [0.791011, 1.293651, -8.814656], [1.856043, -1.384225, -6.730926], [4.533801, -2.105051, -7.479871], [2.686487, 0.156038, -10.526488], [5.814918, -0.310751, -9.508654], [5.062825, -0.912683, -10.974927], [5.656941, -2.016025, -9.715503], [3.332036, 5.633270, 2.145504], [3.647664, 5.011775, 3.385407], [4.630083, 5.637941, 4.290159], [4.426496, 6.595940, 5.366597], [5.680961, 6.776858, 5.943997], [6.658755, 6.033772, 5.254649], [5.976139, 5.307869, 4.315793], [8.033836, 5.909136, 5.628370], [4.119065, 5.575807, 1.393585], [3.065836, 6.689773, 2.177732], [2.473479, 5.145430, 1.683999], [3.910442, 3.956201, 3.316008], [2.767621, 4.973543, 4.027398], [3.430483, 6.937242, 5.607170], [5.991581, 7.506412, 6.677248], [6.362237, 4.436614, 3.807614], [8.708947, 6.450517, 4.965615], [8.345637, 4.868316, 5.541327], [8.199238, 6.274304, 6.641979], [4.838096, -5.082393, 0.027389], [4.189282, -5.302292, 1.457159], [5.006339, -5.881383, 2.522544], [4.975299, -7.143512, 2.969159], [5.935624, -7.135259, 3.992537], [6.579994, -5.948533, 4.069648], [6.054839, -5.213360, 3.057436], [7.566049, -5.588524, 5.037828], [5.814851, -4.604806, -0.049843], [4.058590, -4.631119, -0.586475], [5.057601, -6.026694, -0.470829], [3.322568, -5.958434, 1.377219], [3.889319, -4.352538, 1.899981], [4.263794, -7.909246, 2.697463], [6.110282, -7.994919, 4.622509], [6.341334, -4.200495, 2.815728], [7.176902, -4.719551, 5.568458], [8.486567, -5.371544, 4.495928], [7.700144, -6.359154, 5.796929], [7.181792, 2.399845, -1.807132], [8.126154, 3.548928, -2.017755], [7.493587, 4.802326, -1.930937], [6.595534, 5.498262, -2.777230], [6.489434, 6.861288, -2.398042], [7.257199, 6.973727, -1.253207], [7.710100, 5.729846, -0.906311], [7.479867, 8.191882, -0.483394], [6.980494, 2.237883, -0.748190], [7.518881, 1.380704, -1.996352], [6.173991, 2.477822, -2.215014], [8.617742, 3.399724, -2.979098], [8.978421, 3.496215, -1.340288], [6.228404, 4.956228, -3.636186], [5.870692, 7.652804, -2.794359], [8.408127, 5.588855, -0.094362], [6.536852, 8.652268, -0.188686], [7.956197, 8.882518, -1.179261], [8.071508, 7.964557, 0.403393], [-5.277865, 0.531614, -4.776264], [-6.180386, 1.754203, -4.958128], [-5.669864, 2.761663, -4.088871], [-5.962839, 2.860847, -2.711635], [-5.084195, 3.820980, -2.228483], [-4.390786, 4.428192, -3.259665], [-4.784726, 3.760002, -4.416905], [-3.324346, 5.465543, -3.183511], [-5.563040, -0.146463, -5.580611], [-5.355484, 0.020018, -3.816908], [-4.224051, 0.752999, -4.945258], [-7.176885, 1.532912, -4.575883], [-6.244718, 2.227566, -5.937864], [-6.554109, 2.131629, -2.177744], [-4.907697, 4.083414, -1.195815], [-4.318707, 3.920768, -5.377834], [-3.241741, 5.917106, -2.194885], [-3.730028, 6.332354, -3.705207], [-2.477442, 5.066502, -3.741718], [-4.931219, -4.789844, 1.707773], [-4.698889, -4.291873, 3.111081], [-5.886210, -4.498054, 3.975238], [-6.093966, -5.508077, 4.935448], [-7.439773, -5.420520, 5.425264], [-8.003860, -4.320858, 4.746504], [-7.073027, -3.752901, 3.868068], [-9.381197, -3.811532, 4.774223], [-4.752557, -5.864844, 1.684188], [-4.191064, -4.386479, 1.016721], [-5.893918, -4.469099, 1.309730], [-4.513023, -3.221918, 3.017530], [-3.923210, -4.860010, 3.624552], [-5.378546, -6.270778, 5.205375], [-8.012161, -5.993643, 6.139612], [-7.420727, -2.945960, 3.240094], [-9.920060, -4.025326, 3.851174], [-9.345956, -2.759850, 5.058528], [-9.953936, -4.256622, 5.587839], [-2.244892, -5.958786, -6.683549], [-1.472478, -7.130039, -7.453969], [-2.352795, -7.989212, -8.163233], [-2.630106, -7.852450, -9.516832], [-3.291212, -9.050484, -9.844281], [-3.447695, -9.856150, -8.759751], [-2.911402, -9.162466, -7.713418], [-4.165197, -11.108321, -8.672654], [-1.496969, -5.385163, -6.136128], [-2.786749, -6.290085, -5.797706], [-2.875052, -5.315454, -7.297662], [-0.956879, -7.791583, -6.757826], [-0.665097, -6.777396, -8.095759], [-2.259746, -7.074244, -10.167698], [-3.647615, -9.373055, -10.811403], [-2.935287, -9.457105, -6.674664], [-5.147703, -10.991333, -9.129925], [-4.230453, -11.653569, -7.731082], [-3.551768, -11.804069, -9.245146], [-10.503336, 3.187592, 3.903392], [-10.165241, 4.532377, 4.607035], [-8.719277, 4.743839, 4.557811], [-8.120921, 6.001795, 4.719255], [-6.722463, 5.779885, 4.665235], [-6.450484, 4.503708, 4.400167], [-7.661274, 3.831615, 4.353473], [-5.131727, 4.000448, 4.116901], [-10.160775, 3.163833, 2.868894], [-11.590574, 3.111297, 3.917484], [-10.057100, 2.301271, 4.354396], [-10.486491, 4.633488, 5.643702], [-10.722064, 5.322241, 4.102902], [-8.797103, 6.820770, 4.915346], [-5.963329, 6.462714, 5.017164], [-7.788822, 2.786674, 4.112183], [-5.240084, 3.251743, 3.332161], [-4.780693, 3.433171, 4.978920], [-4.371321, 4.743083, 3.875301], [1.647023, -1.603141, 6.332834], [1.807617, -0.142586, 5.931826], [1.719400, 0.747435, 7.069472], [0.627610, 1.361859, 7.640653], [1.097654, 2.015512, 8.774265], [2.455221, 1.794439, 8.952647], [2.843053, 1.013497, 7.825598], [3.172110, 2.331781, 10.027375], [0.707512, -1.666528, 6.881841], [2.425124, -2.084127, 6.925547], [1.417766, -2.228817, 5.470242], [1.007289, 0.215578, 5.284306], [2.680171, 0.027572, 5.301117], [-0.336950, 1.101025, 7.230777], [0.716055, 2.686570, 9.529546], [3.855754, 0.785324, 7.527646], [4.063969, 1.739730, 10.232684], [2.487207, 2.364596, 10.874676], [3.476136, 3.362670, 9.845894]], "forces_ev_per_angstrom": [[-2.322, -0.509, -2.191], [0.376, -0.315, -0.581], [1.681, 0.281, 0.035], [0.688, 0.629, 2.091], [-0.745, -0.318, 0.325], [-0.011, 1.462, -0.808], [0.299, -1.134, 1.218], [-0.284, -0.077, -1.515], [-1.294, 0.500, -0.097], [3.020, -2.581, -0.312], [0.453, -0.501, 0.343], [-2.111, 1.447, 0.800], [-1.839, -0.094, -1.023], [-0.530, 1.528, 1.233], [2.286, -0.022, -0.758], [0.711, -0.161, 0.471], [0.068, -0.288, -0.228], [0.143, 0.724, 0.791], [0.433, -0.157, 0.110], [-0.322, 0.072, 0.021], [0.242, 0.052, 0.028], [-0.377, -0.114, 0.070], [0.229, -0.281, -0.143], [-0.097, 0.177, -0.013], [-0.372, -0.100, 0.161], [-0.269, -0.111, -0.164], [-0.314, 1.640, -3.295], [-0.403, -1.494, 3.721], [3.308, 1.018, 1.926], [2.161, -1.808, -1.291], [-0.667, 0.348, -1.316], [-4.223, -0.607, -0.838], [-1.257, 1.106, 0.935], [1.595, -0.344, -0.005], [0.247, -0.140, 0.070], [-0.008, 0.037, 0.468], [-0.031, -0.179, 0.135], [0.339, 0.039, -0.322], [-0.313, 0.056, -0.088], [0.270, 0.245, -0.020], [-0.142, -0.188, 0.169], [0.199, 0.337, -0.275], [-0.309, 0.314, -0.058], [-0.139, -0.034, 0.301], [-0.185, -0.138, -0.096], [-0.386, -1.261, 0.710], [0.396, 0.580, -0.909], [1.911, 1.279, -1.662], [1.498, 0.030, 2.746], [-1.387, -2.384, -0.495], [-2.088, -0.911, -2.469], [-0.583, 0.148, 1.162], [0.634, 0.865, 0.566], [-0.352, 0.695, 0.537], [0.287, 0.411, 0.069], [-0.308, -0.395, 0.281], [-0.009, 0.219, -0.131], [-0.357, 0.082, -0.459], [0.104, 0.201, -0.095], [0.394, 0.316, 0.221], [-0.112, -0.133, -0.002], [0.376, 0.157, -0.046], [0.125, 0.027, 0.459], [0.030, -0.190, -0.449], [-1.151, -1.399, 1.654], [0.992, -2.453, -0.932], [-2.136, 6.184, 2.247], [1.020, 0.696, -0.130], [0.572, -3.319, 0.059], [-0.689, -2.747, 0.384], [1.033, 0.382, -2.209], [-0.194, 0.404, -0.272], [-0.087, 0.617, 0.463], [0.639, 0.357, -0.920], [0.242, 0.377, -0.542], [-0.212, 0.599, -0.327], [-0.267, 0.251, 0.321], [-0.180, 0.387, -0.035], [0.273, -0.034, -0.066], [-0.047, -0.119, -0.058], [-0.060, -0.244, 0.029], [0.362, 0.097, 0.430], [0.116, 0.166, -0.300], [-0.099, -0.359, -1.480], [-0.009, -0.609, 0.523], [1.137, 3.875, 1.971], [2.613, 0.831, -0.995], [-0.777, -0.214, -0.002], [-1.390, -2.308, -1.108], [-0.102, -0.607, 2.421], [-1.590, 0.434, -1.040], [0.040, -0.402, 0.210], [-0.302, 0.265, -0.017], [-0.019, 0.260, 0.049], [-0.129, -0.023, -0.459], [0.041, -0.689, -0.210], [-0.091, 0.212, -0.235], [-0.073, 0.182, -0.194], [-0.324, -0.005, -0.041], [0.566, -1.054, 0.221], [0.142, -0.065, -0.540], [0.321, 0.331, 0.793], [0.516, -0.579, -0.443], [-0.478, 0.033, 0.173], [-3.241, 0.880, 0.678], [-2.823, 0.808, 0.168], [2.245, 1.850, -2.423], [2.482, -0.067, -1.386], [-0.185, -3.493, 2.748], [-0.354, -0.007, 0.980], [-0.685, -0.083, -0.236], [0.168, 0.228, 0.216], [-0.101, -0.379, 0.124], [0.245, -0.045, 0.737], [0.319, 0.499, -0.214], [0.194, 0.297, -0.198], [0.218, -0.025, -0.054], [0.785, -0.030, -0.212], [0.281, 0.202, -0.022], [-0.051, 0.064, -0.513], [0.280, -0.376, -0.050], [1.408, -0.871, 0.308], [-0.294, 1.333, 2.303], [-1.654, -1.955, -1.499], [-0.961, -3.276, 0.400], [0.364, 1.409, -1.324], [1.030, 3.029, 2.806], [0.509, 0.628, -1.076], [0.117, -1.467, -1.277], [0.333, 0.483, -0.620], [-0.575, -0.696, -0.498], [0.205, -0.205, -0.106], [-0.012, 0.345, 0.403], [-0.452, 0.201, -0.282], [-0.075, -0.032, 0.276], [0.026, 0.080, 0.031], [0.132, -0.127, -0.170], [0.113, -0.112, 0.122], [0.065, 1.114, 0.515], [-0.364, -0.119, -0.477], [-0.227, 0.609, 0.506], [-0.402, -1.527, -0.618], [4.442, 0.193, -0.626], [1.289, -2.381, 0.127], [-2.382, 2.857, 0.992], [-3.181, -0.799, -0.048], [-1.075, 1.884, 0.009], [0.383, -1.860, 0.352], [-0.135, 0.438, -0.092], [0.103, -0.326, -0.073], [-0.199, 0.123, 0.482], [0.098, -0.571, 0.095], [0.614, 0.229, -0.322], [0.589, 0.329, 0.057], [0.052, 0.114, -0.576], [0.053, 0.205, 0.059], [0.272, 0.289, -0.257], [0.095, 0.157, 0.153], [-0.643, 0.237, -0.108], [-1.279, -0.175, -0.162], [-0.694, -0.401, -1.058], [3.481, 1.177, 2.461], [0.960, -0.136, 0.879], [0.405, -0.234, -0.057], [-1.816, -2.872, -6.139], [-2.193, 1.649, 1.747], [1.291, 0.894, 1.540], [0.077, -0.092, 0.423], [0.178, 0.463, -0.086], [0.444, 0.127, -0.251], [-0.302, -0.544, -0.108], [0.404, 0.270, 0.615], [-0.113, 0.594, 0.296], [-0.941, -0.295, -0.279], [-0.122, -0.231, 0.264], [-0.217, 0.002, 0.202], [0.372, -0.236, 0.212], [0.050, -0.008, -0.204]]}